(1)
Below is C5H7NO in the gas phase at a distorted geometry, with properties calculated with ωB97M-V/def2-TZVPD.

XYZ file:
```
14
Properties=species:S:1:pos:R:3:forces:R:3:mulliken_charge:R:1
C 1.3768 0.2770 0.4393 -0.2 0.1 -0.1 -1.47
C 0.1950 0.3526 -0.5214 -1.1 -0.6 0.4 1.66
C -0.5324 -0.8316 -0.9934 0.7 -1.1 -1.4 -1.06
N -0.2499 -2.0013 -0.4297 -0.1 0.3 0.2 -0.21
O 0.3591 1.3165 -1.5291 0.1 -0.1 0.0 -0.51
C -1.1818 0.5096 0.1444 0.3 1.9 1.4 -0.98
C -2.0220 0.9948 0.8744 0.4 -0.7 -0.7 0.21
H 0.3575 2.1898 -1.1180 0.0 -0.1 0.0 0.38
H -0.8386 -2.7911 -0.6449 0.1 0.1 0.0 0.25
H 0.3944 -2.1413 0.3450 0.1 0.0 -0.1 0.18
H 1.1455 -0.3327 1.3126 0.0 0.0 0.0 0.38
H 2.2359 -0.1477 -0.0802 0.0 0.1 0.0 0.31
H 1.6314 1.2762 0.7933 0.0 0.0 0.0 0.41
H -2.8709 1.3292 1.4077 -0.2 0.1 0.2 0.45
```
Positions in Å, forces in eV/Å.

## Properties
**Gap between HOMO and LUMO**: 8.83 eV
**Energy above the lowest of the compared OMol25 structures with the same formula, charge and spin**: 116.9 kcal/mol
**Energy**: -324.53811 hartree


(2)
Below is a molecular structure, C39H57Br64N7O2P at a distorted geometry, with properties calculated with ωB97M-V/def2-TZVPD.

XYZ file:
```
170
Properties=species:S:1:pos:R:3:forces:R:3:mulliken_charge:R:1
C 5.0512 3.1579 -0.8894 -0.7 0.1 -0.6 -0.81
C 4.2851 4.5431 -0.9152 -0.3 -0.5 0.1 -0.33
C 2.7153 4.4063 -0.6073 0.4 -0.4 -1.0 0.87
C 2.1831 3.0608 -1.2506 1.3 0.6 -0.5 -0.87
N 0.7277 3.0030 -1.5320 0.8 -0.5 0.1 0.50
N -0.0010 2.2231 -0.6464 -0.6 -0.4 0.0 0.94
C -0.4796 1.0871 -1.1212 -1.2 -1.0 0.4 -2.24
N -1.2558 0.2363 -0.2501 2.3 0.6 -1.5 1.33
C -2.3199 -0.4799 -0.9943 -1.3 -1.0 0.2 -1.76
C -1.9553 -1.8928 -1.5932 -1.1 -0.5 -0.5 0.51
O -2.4656 -1.8788 -2.9686 1.4 0.2 0.1 -0.58
C -2.7691 -3.0767 -0.8619 -0.4 0.5 -0.8 -0.62
N -4.0722 -3.2366 -1.5804 0.1 -0.2 0.4 -0.32
C -0.4152 -0.6042 0.5813 0.9 -2.2 3.0 2.03
C 1.0326 -0.7413 0.5133 -0.6 -0.6 1.2 0.13
C 1.8062 -1.5885 1.4502 -2.1 0.0 0.6 -1.75
C 1.1405 -2.3521 2.5029 -1.7 1.5 -1.7 -0.58
C -0.3524 -2.2454 2.5741 0.8 1.4 -2.2 -0.25
C -1.1019 -1.3943 1.6374 2.5 -0.7 -0.2 -1.68
N -0.3452 0.6386 -2.4699 -0.5 0.6 0.3 1.80
C -1.1108 1.4367 -3.4585 -1.5 1.2 -1.3 -0.55
N -2.0192 2.4254 -2.8075 0.6 -0.6 0.0 -0.21
P 1.2863 0.1933 -2.9601 3.0 0.2 0.0 -0.33
N 1.6095 -1.4883 -2.5439 -1.3 1.4 -1.1 -0.40
O 1.3117 0.1931 -4.6575 -1.8 -0.9 1.9 -0.44
C -0.2189 2.6616 0.7609 0.1 -0.1 1.9 -0.80
Br -0.4488 4.6447 0.9007 -0.3 -1.0 -0.7 -0.16
C 0.9422 2.2799 1.7735 0.3 0.3 1.1 1.32
C 0.4111 1.5917 3.1109 0.7 0.0 -0.7 -1.08
H 6.1683 3.2515 -0.8394 -1.1 0.0 0.2 0.27
H 4.6214 2.5288 -0.0650 0.8 0.4 -0.6 0.19
H 4.8326 2.6378 -1.8695 0.3 0.3 1.1 0.22
H 4.7193 5.2355 -0.1472 -0.3 -0.4 -0.9 0.32
H 4.4060 4.9674 -1.9544 -0.1 -0.1 1.2 0.17
H 2.2214 5.2430 -1.1832 0.3 -0.7 1.0 -0.26
H 2.5048 4.4756 0.4927 0.0 0.0 -1.4 -0.60
H 2.5246 2.1568 -0.6699 -0.7 0.9 -0.6 -0.23
H 2.7075 2.9637 -2.2498 -0.7 0.0 1.0 0.65
H 0.2941 3.9089 -1.7490 0.3 -0.7 1.0 0.05
H -3.1645 -0.6473 -0.2571 0.9 0.4 -0.6 0.19
H -2.7673 0.1627 -1.8037 0.8 -0.5 0.9 0.37
H -0.8622 -2.1116 -1.6862 -0.8 0.4 0.8 0.58
H -1.7459 -2.2454 -3.5139 -0.7 0.1 0.2 0.37
H -3.0063 -2.8415 0.2074 1.0 -0.3 -0.7 0.26
H -2.1945 -4.0246 -1.0214 -0.5 0.7 0.6 0.09
H -4.6794 -3.9032 -1.0990 0.4 0.2 0.0 0.23
H -4.5928 -2.3571 -1.6082 0.3 -0.2 0.0 0.19
H 1.6240 -0.1644 -0.2338 -0.6 -0.5 0.6 0.33
H 2.9223 -1.6230 1.3664 -1.3 0.1 0.0 0.42
H 1.7100 -2.9874 3.2649 -0.5 1.3 -2.0 0.44
H -0.9537 -2.7966 3.3344 0.7 0.6 -0.9 0.35
H -2.2227 -1.3285 1.7463 2.2 -0.9 -0.9 0.32
H -0.4814 2.0211 -4.1877 -0.1 -1.1 0.7 -0.08
H -1.7984 0.7387 -4.0210 1.0 0.5 0.5 0.50
H -1.5308 3.3178 -2.7006 -0.6 -0.4 -0.2 -0.13
H -2.8562 2.5540 -3.3805 0.5 0.0 0.3 0.35
H 1.4861 -2.0857 -3.3653 0.3 -0.2 0.5 0.23
H 2.5641 -1.5109 -2.1853 -0.3 -0.2 -0.3 0.26
H 0.6410 -0.4589 -4.9602 0.5 0.4 -0.4 0.30
H -1.1736 2.2574 1.2009 0.9 0.2 -1.1 0.77
H 1.4318 3.2365 2.1251 -0.4 -1.0 -0.6 -0.57
H 1.7646 1.6591 1.3412 -0.9 0.4 0.0 0.01
H -0.1608 2.3479 3.7059 0.4 -0.8 -0.4 0.28
H 1.3297 1.2746 3.6802 -1.2 0.4 -0.5 0.15
H -0.1760 0.6615 2.9186 0.3 0.9 0.1 -0.07
C 3.0074 4.7422 4.1432 0.0 0.1 0.2 -0.46
Br 1.2431 5.5234 4.0118 0.3 -0.1 0.1 0.18
Br 2.9490 2.9473 4.8629 0.3 0.4 0.1 0.00
Br 3.9474 4.8074 2.4517 0.1 0.0 0.7 0.09
H 3.5722 5.3477 4.8450 -0.1 -0.1 -0.1 0.41
C -4.9080 0.8099 3.1130 -0.2 0.3 0.4 0.03
Br -3.1688 -0.0201 2.8947 -1.5 1.2 0.8 0.16
Br -5.8105 1.0389 1.4176 0.2 -0.1 0.2 -0.03
Br -6.0039 -0.1300 4.3968 0.2 0.1 -0.2 -0.01
H -4.7342 1.8036 3.5173 -0.1 -0.1 -0.1 -0.05
C -0.2926 -3.7945 6.6838 0.1 -0.2 0.2 0.20
Br -2.1236 -3.1843 6.5376 0.2 -0.1 -0.1 -0.05
Br -0.1911 -5.6305 7.2907 0.0 0.3 -0.2 -0.02
Br 0.6856 -3.5212 5.0319 -0.4 -0.7 2.1 0.13
H 0.1886 -3.1815 7.4429 -0.1 -0.2 -0.2 -0.17
C 1.3914 6.2906 -4.4283 0.2 0.3 -0.1 -0.35
Br 2.3555 7.3495 -3.1310 -0.2 -0.2 -0.2 -0.03
Br 2.5841 5.3024 -5.5798 -0.1 0.1 0.2 -0.01
Br 0.0961 5.1213 -3.5903 0.0 0.6 -0.8 0.02
H 0.8388 6.9835 -5.0552 0.0 -0.2 0.1 0.45
C 8.3780 2.8924 -3.8537 0.2 0.0 0.0 -0.37
Br 9.4050 3.8074 -2.4971 -0.2 -0.2 0.0 0.02
Br 8.1616 1.0132 -3.4479 0.0 0.3 0.0 -0.03
Br 6.6773 3.7592 -4.1705 0.2 -0.1 0.0 0.03
H 8.9440 2.9553 -4.7780 -0.1 0.0 0.1 0.35
C -2.1246 -6.1144 -3.5416 -0.3 0.1 0.0 0.25
Br -1.8737 -7.2526 -1.9990 0.0 0.3 -0.4 0.05
Br -0.4363 -5.4396 -4.2119 -0.1 0.0 0.1 -0.04
Br -3.1557 -6.9852 -4.9249 0.2 0.1 0.3 -0.03
H -2.7027 -5.2535 -3.2126 0.1 -0.1 -0.1 -0.22
C 0.6781 3.6176 -8.4546 0.0 0.0 -0.1 -0.27
Br 0.7647 2.2646 -7.0731 0.0 0.1 -0.1 0.10
Br 1.3267 2.9544 -10.1510 -0.1 0.1 0.3 -0.02
Br -1.0959 4.3747 -8.6061 0.3 -0.1 0.1 0.07
H 1.3416 4.4217 -8.1529 -0.1 -0.1 0.0 0.18
C 3.5447 -1.9941 8.5510 0.1 -0.1 0.1 0.25
Br 1.7135 -1.3818 8.4175 0.3 0.1 0.1 -0.06
Br 3.6428 -3.8304 9.1516 -0.1 0.3 -0.1 0.00
Br 4.5147 -1.7242 6.8991 -0.2 0.0 0.2 -0.01
H 4.0295 -1.3823 9.3076 -0.1 -0.1 -0.1 -0.21
C -0.4363 -7.9601 1.9513 0.1 0.1 0.1 -0.34
Br -1.4625 -9.0512 0.7280 0.1 0.0 0.3 -0.08
Br 0.6155 -6.6355 1.0118 -0.2 -0.1 0.1 -0.07
Br -1.5437 -7.1639 3.3236 0.1 -0.1 -0.2 0.07
H 0.2611 -8.6195 2.4583 -0.1 0.1 -0.1 0.40
C -4.9744 5.4839 3.6001 -0.1 0.1 0.1 -0.44
Br -3.9085 6.5775 4.7832 -0.1 -0.2 -0.2 0.01
Br -3.8595 4.3889 2.4551 -0.1 0.1 0.1 0.06
Br -6.2775 4.4201 4.5542 0.2 0.1 -0.1 0.04
H -5.5273 6.1578 2.9538 0.1 -0.1 0.1 0.39
C 12.1895 6.1699 -4.2693 0.0 0.0 0.0 -0.36
Br 12.6971 4.3432 -4.6558 -0.1 0.2 0.1 0.00
Br 10.3798 6.5475 -4.8388 0.2 0.0 0.0 0.00
Br 12.4612 6.6128 -2.4060 -0.1 -0.1 -0.2 0.00
H 12.8456 6.8114 -4.8483 -0.1 -0.1 0.1 0.35
C -9.3253 1.6252 6.5784 -0.1 0.0 0.1 -0.32
Br -9.2080 2.1885 4.7316 0.0 -0.1 0.2 -0.04
Br -9.8480 -0.2304 6.7297 0.1 0.3 -0.1 -0.01
Br -7.6896 1.9943 7.5439 -0.2 -0.1 -0.2 -0.04
H -10.1086 2.2157 7.0421 0.1 -0.1 -0.1 0.38
C -2.9140 -10.9405 3.9184 0.0 0.1 0.0 0.32
Br -4.3227 -11.9885 3.1082 0.2 0.1 0.1 -0.01
Br -3.5341 -9.9909 5.4848 0.1 -0.2 -0.2 -0.02
Br -1.3488 -12.0116 4.3001 -0.2 0.2 0.0 -0.01
H -2.6165 -10.1918 3.1906 -0.1 -0.1 0.1 -0.33
C -6.7108 -3.6277 -4.4631 0.2 0.0 0.0 0.03
Br -8.1684 -2.4016 -4.1149 0.1 -0.2 -0.1 -0.07
Br -6.6529 -5.0622 -3.1697 -0.1 0.1 -0.2 -0.04
Br -6.7529 -4.2957 -6.2766 -0.1 0.1 0.2 0.01
H -5.7887 -3.0647 -4.3528 -0.1 -0.1 0.0 0.06
C 0.3728 9.4341 5.0127 0.1 0.0 0.0 -0.36
Br 0.6222 8.3871 6.6201 0.0 0.1 -0.2 -0.02
Br 2.0599 9.9316 4.2085 -0.2 -0.1 0.1 -0.02
Br -0.7900 8.5429 3.7474 0.1 0.1 0.2 -0.02
H -0.1233 10.3533 5.3065 0.1 -0.1 -0.1 0.38
C -1.3918 -5.4238 -8.8895 0.0 -0.2 -0.1 -0.40
Br -1.0304 -7.0858 -7.9684 0.0 0.3 -0.2 0.08
Br -3.1015 -5.4611 -9.7921 0.2 0.0 0.2 -0.01
Br -1.2382 -3.8954 -7.7094 -0.1 -0.1 -0.1 0.01
H -0.6306 -5.3112 -9.6545 -0.1 0.0 0.1 0.35
C -9.5340 -1.8608 -8.1373 0.0 -0.1 0.1 0.14
Br -7.9687 -1.0368 -8.9253 -0.2 -0.1 0.1 0.00
Br -11.0048 -0.6130 -7.9928 0.2 -0.2 -0.1 -0.03
Br -10.0500 -3.4731 -9.0759 0.1 0.3 0.1 -0.01
H -9.2645 -2.1534 -7.1267 0.0 0.0 -0.2 -0.12
C -4.3626 7.1431 -9.8024 0.0 0.1 -0.1 -0.32
Br -4.1677 6.0059 -8.2473 -0.1 0.1 -0.2 -0.06
Br -2.6506 7.7611 -10.4563 -0.2 -0.1 0.1 -0.01
Br -5.3963 6.2848 -11.1919 0.2 0.1 0.2 0.00
H -4.9185 8.0199 -9.4868 0.1 -0.1 0.0 0.35
C 4.9710 -0.6465 12.7854 -0.1 -0.1 0.1 -0.16
Br 3.1410 -0.0343 12.6429 0.2 -0.1 -0.1 -0.02
Br 5.0720 -2.4798 13.3833 -0.2 0.2 -0.3 0.07
Br 5.9482 -0.3747 11.1376 -0.1 0.0 0.2 -0.03
H 5.4524 -0.0375 13.5436 0.0 -0.1 -0.1 0.13
C 8.4535 -2.2599 15.6239 0.0 -0.1 -0.1 -0.35
Br 7.5470 -3.9169 16.0415 0.1 0.2 -0.1 0.00
Br 9.5157 -2.4067 14.0146 -0.2 0.0 0.2 0.01
Br 7.2217 -0.7702 15.5352 0.4 0.0 0.3 0.01
H 9.1381 -2.0571 16.4407 -0.1 0.0 -0.1 0.35
C 0.6761 -11.1770 -7.7589 0.0 -0.1 0.0 -0.32
Br -0.3954 -12.2213 -8.9836 0.1 0.2 0.2 0.00
Br 1.7776 -9.8863 -8.6878 -0.2 -0.2 0.1 -0.02
Br -0.4078 -10.3427 -6.3895 0.1 0.0 -0.2 -0.02
H 1.3478 -11.8654 -7.2568 -0.1 0.1 -0.1 0.34
```
Positions in Å, forces in eV/Å.

## Properties
**Charge**: +1
**Gap between HOMO and LUMO**: 7.84 eV
**Energy**: -167131.66783 hartree